--- 1 ---
# C4H10O

2 unconnected molecules or ions with the total composition C4H10O (the ωB97M-V functional and the def2-TZVPD basis, the OMol25 dataset).

Computed properties:
HOMO level = -8.41 eV
2S+1 = 1

The geometry in XYZ format:
```
15
C4H10O, DFT the ωB97M-V functional and the def2-TZVPD basis
C -1.006 1.865 -0.350
O 0.266 1.204 -0.418
C 0.294 0.143 -1.186
C 1.684 -0.423 -1.099
C -0.678 -1.417 1.477
H -0.833 2.808 0.168
H -1.703 1.244 0.217
H -1.394 2.032 -1.355
H -0.936 -1.348 0.417
H 2.358 0.075 -0.388
H 2.109 -0.372 -2.110
H 1.610 -1.491 -0.863
H -0.273 -2.408 1.692
H -1.570 -1.251 2.085
H 0.073 -0.660 1.714
```



--- 2 ---
# C4H10O

2 unconnected molecules or ions with the total composition C4H10O (the ωB97M-V functional and the def2-TZVPD basis, the OMol25 dataset).

Computed properties:
HOMO level = -9.53 eV
2S+1 = 1

The geometry in XYZ format:
```
15
C4H10O, DFT the ωB97M-V functional and the def2-TZVPD basis
C -0.791 0.682 -1.908
C -0.011 0.855 -0.636
C 0.901 -0.003 -0.176
C 1.653 0.137 1.115
H -0.646 -0.318 -2.330
H -0.489 1.416 -2.664
H -1.864 0.824 -1.733
H -0.219 1.755 -0.054
H 1.117 -0.898 -0.766
H 2.728 0.261 0.941
H 1.296 0.999 1.689
H 1.512 -0.757 1.732
O -1.123 -1.599 1.457
H -0.944 -0.807 0.930
H -0.888 -2.318 0.859
```



--- 3 ---
# C4H10O

2 unconnected molecules or ions with the total composition C4H10O (the ωB97M-V functional and the def2-TZVPD basis, the OMol25 dataset).

Computed properties:
HOMO level = -9.00 eV
2S+1 = 1

The geometry in XYZ format:
```
15
C4H10O, DFT the ωB97M-V functional and the def2-TZVPD basis
C 1.515 1.471 1.016
C 0.278 0.956 0.956
C -0.274 0.106 2.037
C -0.438 0.998 -0.397
H 1.972 1.963 0.177
H 2.034 1.415 1.966
H -1.115 0.619 2.505
H 0.520 -0.257 2.684
H -0.654 -0.818 1.585
H 0.267 1.109 -1.221
H -1.035 1.905 -0.514
H -1.037 0.094 -0.448
O -0.756 -2.912 -3.180
H -0.432 -3.822 -3.008
H -0.844 -2.826 -4.158
```



Most favorable structure: 2. The second most favorable one is 40.0 kJ/mol above it.



--- 1 ---
# C4H10O

A single C4H10O molecule (the ωB97M-V functional and the def2-TZVPD basis, the OMol25 dataset).

Computed properties:
HOMO level = -10.18 eV
2S+1 = 1

The geometry in XYZ format:
```
15
C4H10O, DFT the ωB97M-V functional and the def2-TZVPD basis
C 1.891 0.284 0.203
C 0.701 -0.763 -0.107
C -0.532 0.121 -0.331
C -1.918 -0.432 0.002
O -0.270 1.192 0.580
H 1.835 0.977 1.067
H 2.038 0.986 -0.644
H 2.779 -0.311 0.333
H 0.952 -1.369 -1.002
H 0.476 -1.546 0.652
H -0.503 0.444 -1.386
H -2.377 -1.010 -0.806
H -1.895 -1.051 0.907
H -2.561 0.431 0.211
H -0.617 2.045 0.321
```



--- 2 ---
# C4H10O

A single C4H10O molecule (the ωB97M-V functional and the def2-TZVPD basis, the OMol25 dataset).

Computed properties:
HOMO level = -8.19 eV
2S+1 = 1

The geometry in XYZ format:
```
15
C4H10O, DFT the ωB97M-V functional and the def2-TZVPD basis
C -2.221 0.054 -0.167
C -0.831 0.650 0.095
C 0.262 -0.423 0.165
C 2.002 0.229 -0.047
O 2.866 -0.798 -0.381
H -2.227 -0.515 -1.103
H -2.522 -0.628 0.637
H -2.987 0.835 -0.246
H -0.586 1.354 -0.708
H -0.872 1.248 1.020
H 0.303 -1.070 -0.690
H 0.122 -1.041 1.080
H 1.827 0.855 -0.911
H 1.462 0.310 0.881
H 3.401 -1.061 0.375
```



--- 3 ---
# C4H10O

A single C4H10O molecule (the ωB97M-V functional and the def2-TZVPD basis, the OMol25 dataset).

Computed properties:
HOMO level = -10.26 eV
2S+1 = 1

The geometry in XYZ format:
```
15
C4H10O, DFT the ωB97M-V functional and the def2-TZVPD basis
C -1.462 -0.749 -0.075
C -0.161 -0.009 -0.379
C -0.211 1.512 0.058
C 1.015 -0.690 0.243
O 2.149 -0.028 -0.314
H -1.403 -1.743 -0.448
H -1.562 -0.818 1.010
H -2.346 -0.352 -0.565
H -0.066 -0.048 -1.480
H -0.225 1.597 1.162
H -1.190 1.954 -0.256
H 0.622 2.041 -0.402
H 1.004 -1.744 -0.148
H 0.953 -0.687 1.309
H 2.882 -0.237 0.286
```



Most favorable structure: 3. The second most favorable one is 45.5 kJ/mol above it.



--- 1 ---
# C4H10O

2 unconnected molecules or ions with the total composition C4H10O (the ωB97M-V functional and the def2-TZVPD basis, the OMol25 dataset).

Computed properties:
HOMO level = -9.36 eV
2S+1 = 1

The geometry in XYZ format:
```
15
C4H10O, DFT the ωB97M-V functional and the def2-TZVPD basis
C 0.216 -1.840 -0.567
C -0.658 -0.857 -0.768
C -1.889 -0.616 0.053
H 1.097 -1.957 -1.194
H 0.084 -2.563 0.236
H -0.478 -0.144 -1.573
H -2.795 -0.718 -0.556
H -1.956 -1.320 0.889
H -1.869 0.403 0.455
C 1.650 1.373 0.531
O 0.300 1.774 0.406
H 2.104 1.725 1.469
H 2.267 1.721 -0.310
H 1.653 0.281 0.528
H 0.273 2.737 0.403
```



--- 2 ---
# C4H10O

A molecular structure, C4H10O (the ωB97M-V functional and the def2-TZVPD basis, the OMol25 dataset).

Computed properties:
HOMO level = -7.98 eV
2S+1 = 1

The geometry in XYZ format:
```
15
C4H10O, DFT the ωB97M-V functional and the def2-TZVPD basis
C -0.424 -0.094 1.516
C -0.117 -0.142 0.030
C -0.985 -1.091 -0.777
C 1.214 0.096 -0.397
O 0.850 1.791 -1.089
H -1.458 0.223 1.694
H 0.228 0.612 2.045
H -0.306 -1.079 1.993
H -0.085 1.174 -0.557
H -0.902 -2.129 -0.418
H -2.044 -0.814 -0.704
H -0.717 -1.080 -1.839
H 1.582 -0.315 -1.334
H 1.991 0.367 0.318
H 1.170 2.480 -0.480
```



Most favorable structure: 1. The second most favorable one is 191.7 kJ/mol above it.



--- 1 ---
# C4H10O

2 unconnected molecules or ions with the total composition C4H10O (the ωB97M-V functional and the def2-TZVPD basis, the OMol25 dataset).

Computed properties:
HOMO level = -8.86 eV
2S+1 = 1

The geometry in XYZ format:
```
15
C4H10O, DFT the ωB97M-V functional and the def2-TZVPD basis
C -1.119 1.091 0.092
C -1.057 -0.241 0.024
C -1.877 -1.086 -0.899
O -0.266 -1.023 0.812
H -1.872 1.623 -0.477
H -0.491 1.676 0.760
H -2.465 -0.463 -1.574
H -1.239 -1.749 -1.496
H -2.542 -1.720 -0.306
H 0.243 -0.452 1.402
C 2.535 0.465 0.334
H 2.174 -0.505 -0.020
H 1.953 1.242 -0.164
H 2.430 0.559 1.422
H 3.592 0.581 0.091
```



--- 2 ---
# C4H10O

2 unconnected molecules or ions with the total composition C4H10O (the ωB97M-V functional and the def2-TZVPD basis, the OMol25 dataset).

Computed properties:
HOMO level = -9.94 eV
2S+1 = 1

The geometry in XYZ format:
```
15
C4H10O, DFT the ωB97M-V functional and the def2-TZVPD basis
C 1.775 3.686 0.213
C 2.138 2.435 0.546
H 1.065 3.835 -0.587
H 2.078 4.586 0.712
H 1.653 1.503 0.316
H 3.050 2.343 1.140
C -1.862 -1.453 0.336
C -0.821 -2.260 -0.460
O -1.399 -3.425 -1.043
H -2.874 -1.476 -0.092
H -1.509 -0.401 0.421
H -1.766 -1.819 1.368
H -0.481 -1.527 -1.184
H -0.038 -2.498 0.230
H -1.008 -3.529 -1.915
```



--- 3 ---
# C4H10O

2 unconnected molecules or ions with the total composition C4H10O (the ωB97M-V functional and the def2-TZVPD basis, the OMol25 dataset).

Computed properties:
HOMO level = -9.72 eV
2S+1 = 1

The geometry in XYZ format:
```
15
C4H10O, DFT the ωB97M-V functional and the def2-TZVPD basis
C -1.528 -1.368 -0.020
C -1.390 -0.095 0.264
C -2.308 0.892 -0.262
H -2.405 -1.784 -0.680
H -0.823 -2.243 0.227
H -0.535 0.152 0.718
H -3.263 0.521 -0.593
H -1.801 1.636 -0.879
H -2.548 1.464 0.565
C 2.539 0.440 0.164
O 3.653 -0.273 -0.198
H 1.792 -0.153 0.497
H 2.200 0.905 -0.656
H 2.864 1.093 0.879
H 3.553 -1.189 -0.027
```



Most favorable structure: 1. The second most favorable one is 118.9 kJ/mol above it.



--- 1 ---
# C4H11NOS

A single C4H11NOS molecule (the ωB97M-V functional and the def2-TZVPD basis, the OMol25 dataset).

Computed properties:
HOMO level = -8.75 eV
2S+1 = 1

The geometry in XYZ format:
```
18
C4H11NOS, DFT the ωB97M-V functional and the def2-TZVPD basis
C 1.803 -1.168 -0.019
N 1.376 0.223 -0.167
C -0.031 0.488 -0.049
C -0.533 0.230 1.365
O -1.732 0.988 1.595
C -0.995 -0.317 -1.035
S -1.469 0.587 -2.536
H 0.958 -1.868 -0.001
H 2.526 -1.433 -0.775
H 2.171 -1.332 0.981
H 1.821 0.684 -0.942
H -0.296 1.511 -0.293
H -0.851 -0.805 1.480
H 0.192 0.407 2.152
H -1.533 1.731 2.170
H -1.907 -0.524 -0.484
H -0.424 -1.200 -1.306
H -1.075 1.799 -2.135
```



--- 2 ---
# C4H11NOS

2 unconnected molecules or ions with the total composition C4H11NOS (the ωB97M-V functional and the def2-TZVPD basis, the OMol25 dataset).

Computed properties:
HOMO level = -9.22 eV
2S+1 = 1

The geometry in XYZ format:
```
18
C4H11NOS, DFT the ωB97M-V functional and the def2-TZVPD basis
C -2.439 -1.781 1.241
S -0.980 -0.595 1.131
N -0.483 0.377 2.060
O -1.381 0.063 -0.385
H -3.339 -1.346 1.278
H -2.281 -2.384 0.355
H -2.178 -2.409 2.153
H -0.018 -1.284 0.391
H -0.908 0.954 -0.467
C 0.938 0.746 -2.146
C 1.398 1.376 -1.033
C 2.136 0.846 0.144
H 0.425 1.237 -2.895
H 0.996 -0.444 -2.200
H 1.132 2.513 -0.993
H 2.450 1.616 0.847
H 3.004 0.306 -0.238
H 1.528 0.208 0.759
```



Most favorable structure: 1. The second most favorable one is 427.8 kJ/mol above it.